Molecular formula: C30H39BrF3NO11S
Method: DFT, ωB97M-V with the def2-TZVPD basis set

Element x y z (Å)
N 3.14 3.94 3.01
C 2.04 3.15 3.51
C 1.52 1.93 2.67
C 2.37 1.62 1.45
C 1.77 0.62 0.46
C 1.78 -0.85 0.86
O 1.46 -1.08 2.25
C 0.39 -2.00 2.38
C 0.87 -3.41 2.68
C 1.95 -3.43 3.76
O 3.24 -3.67 3.22
C 4.07 -2.56 3.06
C 5.19 -2.56 4.09
F 4.81 -2.02 5.25
F 5.63 -3.78 4.36
F 6.24 -1.86 3.65
C -0.42 -1.83 1.06
S -1.28 -0.22 1.27
C -1.38 -2.99 0.71
C -2.68 -2.65 -0.02
C -3.93 -2.43 0.83
Br -5.52 -3.11 -0.05
C 0.78 -1.74 0.13
C 0.52 -1.54 -1.36
C 1.56 -2.25 -2.23
C 2.56 -1.41 -2.90
O 2.83 -2.34 -1.71
H 2.96 4.36 2.12
H 4.02 3.44 3.00
H 1.20 3.82 3.65
H 2.29 2.78 4.50
H 0.52 2.16 2.31
H 1.48 1.06 3.32
H 2.48 2.55 0.89
H 3.38 1.33 1.72
H 0.77 0.95 0.18
H 2.37 0.68 -0.45
H 2.81 -1.19 0.71
H -0.23 -1.70 3.23
H 0.02 -3.99 3.02
H 1.26 -3.92 1.80
H 1.93 -2.51 4.33
H 1.76 -4.25 4.46
H 4.54 -2.59 2.08
H 3.53 -1.62 3.17
H -1.83 -0.50 2.45
H -0.84 -3.67 0.06
H -1.61 -3.51 1.64
H -2.92 -3.50 -0.66
H -2.54 -1.81 -0.69
H -3.83 -2.96 1.77
H -4.11 -1.39 1.06
H 1.23 -2.73 0.21
H -0.45 -1.96 -1.63
H 0.52 -0.49 -1.65
H 1.21 -3.10 -2.80
H 2.87 -0.47 -2.48
H 3.26 -1.82 -3.62
O -7.00 2.88 -2.30
C -6.11 2.06 -2.48
C -5.90 1.34 -3.72
C -4.91 0.45 -3.80
O -4.65 -0.26 -4.89
C -3.99 0.17 -2.64
O -3.12 -0.67 -2.82
C -4.19 0.89 -1.41
C -5.19 1.78 -1.32
O -5.44 2.50 -0.23
H -6.57 1.55 -4.55
H -3.89 -0.84 -4.65
H -3.52 0.69 -0.59
H -6.22 3.06 -0.45
O -2.08 2.37 -2.60
C -1.02 2.94 -2.81
C -0.45 3.93 -1.93
C 0.72 4.50 -2.25
O 1.33 5.41 -1.51
C 1.46 4.15 -3.52
O 2.50 4.73 -3.73
C 0.89 3.14 -4.40
C -0.27 2.56 -4.06
O -0.86 1.62 -4.79
H -0.99 4.18 -1.02
H 2.14 5.66 -1.99
H 1.44 2.88 -5.29
H -1.68 1.38 -4.31

Summary:
maximum force	3.288	eV/Å
M	758.60	g/mol
multiplicity	1
HOMO level	-9.0	eV
structure (SMILES)	NCCCC[C@H]1O[C@H](CCOCC(F)(F)F)[C@](S)(CCCBr)[C@H]1C[C@H]1CO1.O=C1C=C(O)C(=O)C=C1O.O=C1C=C(O)C(=O)C=C1O
ΔE to the lowest compared entry with this formula, charge and spin	0.00	kJ/mol
charge	0
orbital gap	7.2	eV